[1]
Molecular formula: C4H28NO10
Method: DFT, ωB97M-V/def2-TZVPD

As for the energy relative to the best compared isomer or geometry (same formula, charge and spin): 0.529 eV. The calculation puts the orbital gap at 10.45 eV. The HOMO energy comes out at -0.487 hartree. As for the charge: +1.

Atoms and positions in Å:
C: 3.1270 -0.1321 1.5108
O: 2.4594 0.0156 2.7628
C: 2.2074 -0.7751 0.5177
C: 2.7606 -0.9492 -0.8907
C: 3.2269 0.3030 -1.5860
O: 1.6415 -1.5687 -1.5896
N: 0.9259 0.0324 0.4353
H: 3.5205 0.8374 1.2023
H: 4.0057 -0.7535 1.7062
H: 2.7685 -0.5906 3.4312
H: 1.8649 -1.7764 0.7765
H: 3.4970 -1.7528 -0.9094
H: 3.8391 0.0219 -2.4485
H: 3.8141 0.9838 -0.9751
H: 2.4901 0.8894 -2.1479
H: 1.6709 -1.2374 -2.4944
H: 0.2260 -0.4550 0.9890
H: 0.6309 0.0528 -0.5534
H: 0.9163 0.9712 0.9187
H: -3.7808 -1.8011 0.4464
H: -4.6340 -0.6415 0.0959
O: -4.2398 -1.4241 -0.3036
H: -0.5594 3.6646 -2.5988
H: -1.0373 3.9701 -1.0509
O: -0.5493 3.4253 -1.6695
H: -1.7353 -3.4823 2.4964
H: -2.2882 -2.4811 1.3975
O: -1.5151 -2.8964 1.7696
H: -0.5770 1.7352 -1.8218
H: -1.4617 0.6086 -2.1894
O: -0.5312 0.7570 -1.9821
H: -3.0291 -2.1820 -2.1423
H: -2.2067 -1.5548 -3.2172
O: -3.1250 -1.7406 -2.9941
H: 1.1850 2.4212 2.5058
H: 0.6440 2.7934 1.1191
O: 0.4533 2.2646 1.9069
H: -1.6692 1.3630 -0.3104
H: -2.6257 0.4039 0.3231
O: -2.5394 1.3414 0.0994
H: -3.6105 0.4901 2.3499
H: -2.8609 -0.7506 2.9467
O: -3.2992 -0.4004 2.1679

[2]
Molecular formula: C13H13N
Method: DFT, ωB97M-V/def2-TZVPD

As for the energy relative to the best compared isomer or geometry (same formula, charge and spin): 6.893 eV. The calculation puts the orbital gap at 7.32 eV. The HOMO energy comes out at -0.295 hartree. As for the SMILES: CC1(C)C2=C1/C=N\CC#C/C=C\C=C/2.

Atoms and positions in Å:
C: 2.1529 -2.4076 0.3919
C: 0.8948 -2.2997 -0.2782
C: 3.2207 -1.6170 0.5767
C: -0.0164 -1.3805 -0.7770
C: 3.0082 -0.2466 0.1951
C: -0.3893 -0.2204 -0.0745
C: 0.1147 2.0731 0.9968
C: 2.7596 0.7558 -0.4045
C: -0.5636 0.9288 0.6557
C: 1.8113 1.9597 -0.6878
C: -1.8112 0.3884 0.1258
C: -2.5378 1.1070 -1.0023
C: -2.6232 -0.4182 1.0832
N: 1.2628 2.4511 0.5758
H: 2.1703 -3.4168 0.6811
H: 0.6412 -3.3351 -0.6991
H: 4.1578 -2.1136 0.7765
H: -0.7633 -1.8029 -1.4757
H: -0.3056 2.7923 1.7121
H: 2.3114 2.8481 -1.1571
H: 0.9600 1.7677 -1.2907
H: -3.5820 1.2407 -0.8862
H: -2.3960 0.6711 -1.9324
H: -2.1162 2.1869 -1.0342
H: -3.4225 -0.8649 0.4758
H: -2.9526 0.1330 1.9746
H: -1.9860 -1.1806 1.4785

[3]
Molecular formula: C42H83N4O7P
Method: DFT, ωB97M-V/def2-TZVPD

The calculation puts the orbital gap (alpha / beta) at 8.27 / 7.79 eV. The HOMO energy (alpha / beta) comes out at -0.279 / -0.280 hartree. As for the spin multiplicity: 5. Its expectation value of S² is 6.016.

Atoms and positions in Å:
C: 5.7807 -0.8475 -0.5215
C: 5.5584 -1.4585 -1.6453
C: 5.3250 -2.9594 -1.7656
C: 4.0001 -3.1404 -2.4910
O: 4.0208 -3.1942 -3.6617
O: 2.8156 -3.3017 -1.8783
C: 2.6689 -2.7652 -0.5542
P: 1.4541 -1.3283 -0.3909
C: 1.1176 -0.6991 -2.0859
O: 0.0173 -1.9323 0.2795
H: 5.6069 0.2219 -0.4908
H: 6.0964 -1.3753 0.3698
H: 5.4925 -0.9115 -2.5809
H: 6.1454 -3.4575 -2.2770
H: 5.2698 -3.3916 -0.7595
H: 3.5718 -2.4288 -0.0473
H: 2.2369 -3.5602 0.0736
H: 2.0563 -0.2593 -2.4306
H: 0.3590 0.0755 -1.9810
H: 0.8257 -1.4969 -2.7753
H: 0.2772 -2.3299 1.1226
C: -0.1772 5.2168 0.9331
C: 0.5118 3.8425 1.0700
C: 1.6272 3.9400 2.1131
C: 2.8318 4.7380 1.6183
C: 3.3464 4.1684 0.2975
C: 2.2640 3.9988 -0.7763
N: 1.0190 3.3698 -0.2501
O: 1.2076 2.0930 -0.1682
C: 1.9291 5.3664 -1.4075
C: 2.8623 3.1911 -1.9300
C: -0.5891 2.9208 1.5974
H: -0.7957 5.4191 1.8083
H: 0.5162 6.0530 0.8703
H: -0.8303 5.2434 0.0590
H: 1.9624 2.9351 2.3908
H: 1.2364 4.3936 3.0269
H: 2.5789 5.7962 1.5067
H: 3.6275 4.6961 2.3659
H: 4.1447 4.8078 -0.0874
H: 3.8071 3.1961 0.5045
H: 1.0690 5.2864 -2.0745
H: 2.7686 5.7271 -2.0035
H: 1.7294 6.1492 -0.6789
H: 3.2654 2.2329 -1.5990
H: 3.6888 3.7369 -2.3865
H: 2.1203 3.0014 -2.7094
H: -1.4079 2.8394 0.8780
H: -1.0008 3.3101 2.5276
H: -0.2271 1.9181 1.8189
C: -3.5635 -0.5408 5.4383
C: -2.1579 0.0561 5.2141
C: -1.1933 -0.5094 6.2593
C: -1.4420 0.0469 7.6584
C: -1.4183 1.5736 7.6433
C: -2.3309 2.2033 6.5836
N: -2.2063 1.5491 5.2481
O: -1.1402 2.0011 4.6704
C: -3.7992 2.1500 7.0551
C: -2.0155 3.7001 6.5130
C: -1.7522 -0.4585 3.8298
H: -3.5862 -1.5853 5.1248
H: -3.8788 -0.5454 6.4795
H: -4.3144 -0.0082 4.8521
H: -0.1614 -0.2828 5.9702
H: -1.2716 -1.5990 6.2798
H: -2.3930 -0.3168 8.0576
H: -0.6700 -0.3209 8.3381
H: -1.6933 1.9497 8.6317
H: -0.3860 1.8964 7.4708
H: -4.4749 2.4680 6.2592
H: -3.9532 2.8232 7.8996
H: -4.1139 1.1686 7.4024
H: -0.9624 3.8925 6.3109
H: -2.2453 4.1757 7.4667
H: -2.6095 4.1938 5.7413
H: -2.4275 -0.0839 3.0576
H: -1.7920 -1.5485 3.8110
H: -0.7344 -0.1780 3.5594
C: -0.3603 -6.5124 0.2355
C: -0.7137 -6.5079 1.7350
C: -1.3867 -7.8329 2.0996
C: -2.8007 -7.9517 1.5415
C: -3.6491 -6.7579 1.9672
C: -3.0109 -5.3941 1.6732
N: -1.5735 -5.3290 2.0701
O: -1.5144 -5.1402 3.3504
C: -3.1494 -5.0542 0.1758
C: -3.8479 -4.3202 2.3740
C: 0.6434 -6.4291 2.4374
H: 0.4823 -7.1753 0.0343
H: -1.1627 -6.8738 -0.4033
H: -0.0735 -5.5144 -0.1027
H: -1.4284 -7.9386 3.1890
H: -0.7800 -8.6656 1.7357
H: -2.7820 -8.0382 0.4516
H: -3.2596 -8.8724 1.9087
H: -4.6246 -6.8156 1.4786
H: -3.8407 -6.8436 3.0423
H: -2.5865 -4.1524 -0.0729
H: -4.1921 -4.8639 -0.0822
H: -2.8292 -5.8551 -0.4871
H: -3.9470 -4.5041 3.4435
H: -4.8570 -4.3055 1.9619
H: -3.4151 -3.3273 2.2340
H: 1.1611 -5.4996 2.1888
H: 1.2752 -7.2594 2.1216
H: 0.5592 -6.4948 3.5215
C: 1.8679 2.2413 -8.4895
C: 1.5006 2.2446 -6.9904
C: 0.8371 0.9136 -6.6267
C: -0.5733 0.7801 -7.1933
C: -1.4361 1.9683 -6.7756
C: -0.8052 3.3349 -7.0708
N: 0.6289 3.4122 -6.6633
O: 0.6786 3.6081 -5.3854
C: -0.9385 3.6627 -8.5728
C: -1.6497 4.4078 -6.3779
C: 2.8511 2.3397 -6.2765
H: 2.7205 1.5856 -8.6699
H: 1.0761 1.8685 -9.1353
H: 2.1480 3.2404 -8.8276
H: 0.7886 0.8105 -5.5372
H: 1.4541 0.0856 -6.9836
H: -0.5472 0.6907 -8.2831
H: -1.0259 -0.1437 -6.8264
H: -2.4083 1.9011 -7.2697
H: -1.6336 1.8846 -5.7016
H: -0.3777 4.5643 -8.8253
H: -1.9820 3.8466 -8.8316
H: -0.6119 2.8590 -9.2290
H: -1.7519 4.2279 -5.3084
H: -2.6574 4.4160 -6.7939
H: -1.2211 5.4017 -6.5198
H: 3.3604 3.2738 -6.5226
H: 3.4943 1.5151 -6.5847
H: 2.7580 2.2752 -5.1927

[4]
Molecular formula: C25H27F5IN5OSSe2Ti
Method: DFT, ωB97M-V/def2-TZVPD

As for the energy relative to the best compared isomer or geometry (same formula, charge and spin): 1.268 eV. The calculation puts the orbital gap (alpha / beta) at 7.07 / 7.03 eV. The HOMO energy (alpha / beta) comes out at -0.384 / -0.387 hartree. As for the spin multiplicity: 2. As for the charge: +1. Its expectation value of S² is 0.755.

Atoms and positions in Å:
Ti: 0.5953 0.2867 -0.6161
C: -4.2506 -1.6262 -1.9688
N: -2.8311 -1.4743 -2.3392
C: -2.6455 -1.0482 -3.7027
C: -1.9495 -0.9755 -1.3907
N: -1.2516 0.0849 -1.4648
N: -1.9558 -1.8287 -0.3176
C: -1.2970 -1.6357 0.8801
N: -1.7682 -2.3971 1.8365
N: -0.2854 -0.8198 1.0793
H: -4.7380 -0.6443 -2.1004
H: -4.4860 -1.7824 -0.9111
H: -4.7620 -2.4105 -2.5330
H: -3.5225 -1.4144 -4.2103
H: -1.6681 -1.2903 -4.0310
H: -2.7848 0.0621 -3.8466
H: -1.4319 0.7129 -2.2569
H: -2.3562 -2.6683 -0.6330
H: -2.5475 -3.0376 1.6874
H: -1.1411 -2.5737 2.6273
H: 0.0225 -0.7331 2.0517
C: 1.7403 1.5301 4.8408
Se: 0.0276 0.8838 4.2290
C: -0.5478 -0.0934 5.8535
C: 0.2757 -1.2897 6.3723
Se: 0.6776 -2.6427 4.9586
C: 2.3437 -1.8709 4.4298
H: 1.7151 2.6005 5.1545
H: 2.4247 1.3745 4.0566
H: 2.1164 0.9629 5.7043
H: -1.4974 -0.6130 5.4985
H: -0.8283 0.4965 6.6787
H: -0.2448 -1.8127 7.1833
H: 1.1804 -0.9062 6.8256
H: 2.2057 -0.8152 4.1786
H: 2.5948 -2.4053 3.4656
H: 3.1053 -2.1131 5.1262
I: 1.6610 0.5642 -3.4063
C: 1.7196 2.6136 -3.8416
C: 2.2250 2.9102 -5.1385
C: 2.4112 4.2797 -5.5886
C: 1.8629 5.2547 -4.8212
C: 1.1922 4.9903 -3.6353
C: 0.3508 5.9827 -3.0959
C: -0.3362 5.8102 -1.9365
C: -0.0743 4.6407 -1.1880
C: 0.6561 3.5842 -1.7327
C: 1.1047 3.6578 -3.1108
H: 2.4610 2.0554 -5.8141
H: 2.9147 4.4466 -6.5975
H: 1.9261 6.2945 -5.1286
H: 0.2199 6.8971 -3.6977
H: -0.9850 6.5250 -1.5116
H: -0.4747 4.4342 -0.1215
S: 0.7889 2.2658 0.6641
C: 0.7261 2.3728 -0.9243
F: 0.0156 -6.2926 0.7004
C: 0.4132 -5.0966 0.3561
C: 0.0596 -4.6254 -0.9247
F: -0.8648 -5.3319 -1.6537
C: 0.5177 -3.4270 -1.4215
F: -0.0199 -2.9203 -2.5948
C: 1.2515 -2.5417 -0.6689
O: 1.5722 -1.3761 -1.0212
C: 1.6084 -3.0297 0.5966
F: 2.2904 -2.1527 1.3714
C: 1.2005 -4.2805 1.0998
F: 1.3715 -4.5778 2.3910

[5]
Molecular formula: C5H7NO
Method: DFT, ωB97M-V/def2-TZVPD

As for the energy relative to the best compared isomer or geometry (same formula, charge and spin): 3.390 eV. The calculation puts the orbital gap at 10.25 eV. The HOMO energy comes out at -0.345 hartree. As for the SMILES: OCC#C[C@H]1CN1.

Atoms and positions in Å:
O: 2.8001 -0.9563 1.3441
C: 2.5130 -0.4752 0.0456
C: 1.1291 0.0165 -0.0112
C: 0.0105 0.4223 0.1949
C: -1.3472 0.8190 0.5129
C: -2.4426 0.3129 -0.3537
N: -2.3024 -0.1842 1.0027
H: 2.4981 -0.2665 1.9493
H: 3.2206 0.3161 -0.2273
H: 2.6985 -1.3029 -0.6448
H: -1.4623 1.7799 1.0097
H: -2.1216 -0.3211 -1.1749
H: -3.3090 0.9385 -0.5550
H: -1.8687 -1.1040 1.0188